No. 1
A cluster of 2 separate species, C15H18 in total. Source: the Open Molecules 2025 dataset; level of theory: ωB97M-V with the def2-TZVPD basis set.

net charge = +1
HOMO energy (spin up / spin down) = -12.10 / -11.96 eV
energy above the lowest of the compared OMol25 structures with the same formula, charge and spin = 79.5 kJ/mol
gap between HOMO and LUMO (spin up / spin down) = 8.299 / 3.994 eV
2S+1 = 2
max |F| = 2.8 eV/A
LUMO level (spin up / spin down) = -3.81 / -7.97 eV
expectation value of S² = 0.76

Each line ends with the Mulliken charge.
CARTESIAN COORDINATES (ANGSTROEM)
C 4.1685 0.3821 -2.7209  -1.453
C 1.2795 0.7629 0.3053  -0.080
C 1.7668 1.9758 -0.2066  -0.692
C 1.6856 -0.5550 -0.0662  -0.591
C 2.6907 1.7997 -1.2296  -0.263
C 2.5331 -0.6370 -1.1247  -0.307
C 3.1481 0.5641 -1.6642  0.986
H 0.6010 0.7569 1.1595  0.402
H 1.4498 2.8613 0.3124  0.467
H 1.3418 -1.3840 0.5354  0.490
H 3.1990 2.6626 -1.6412  0.391
H 3.0001 -1.5440 -1.5004  0.381
H 4.8521 1.2334 -2.7182  0.386
H 3.6911 0.3249 -3.7130  0.344
H 4.7685 -0.5314 -2.7156  0.404
C -2.0428 -1.8462 1.9959  -0.402
C -1.8460 -3.1149 1.1422  -1.220
C -2.1719 -0.5399 1.2348  0.467
C -1.8273 -0.2720 -0.0538  -0.004
C -2.9011 0.4765 1.9210  -0.529
C -2.0673 1.0061 -0.6973  -0.777
C -2.9243 1.7844 1.4594  -0.820
C -2.5582 1.9801 0.1116  -0.287
H -2.9696 -2.0381 2.5375  0.405
H -1.1831 -1.6308 2.6218  0.309
H -2.2738 -4.0594 1.4742  0.369
H -1.1974 -0.9329 -0.6510  0.435
H -3.2997 0.2143 2.8963  0.345
H -1.9876 1.0069 -1.7757  0.438
H -3.2344 2.7099 1.9135  0.436
H -2.8316 2.9507 -0.3068  0.380
H -0.7767 -3.3641 1.0840  0.253
H -2.0830 -3.0028 0.0806  0.338



No. 2
A cluster of 2 separate species, C5H14 in total. Source: the Open Molecules 2025 dataset; level of theory: ωB97M-V with the def2-TZVPD basis set.

HOMO energy = -11.02 eV
energy above the lowest of the compared OMol25 structures with the same formula, charge and spin = 131.0 kJ/mol
gap between HOMO and LUMO = 12.101 eV
max |F| = 3.4 eV/A
SMILES = CCC.CC
LUMO level = 1.08 eV

Each line ends with the Mulliken charge.
CARTESIAN COORDINATES (ANGSTROEM)
C 1.4174 -0.1147 2.4971  -0.966
C 0.2502 0.7167 1.8921  -0.049
C 0.6290 1.4355 0.6591  -0.936
H 1.1964 -1.0752 2.0998  0.284
H 1.3312 -0.0895 3.7070  0.224
H 2.4419 0.3049 2.3184  0.296
H -0.5593 0.0303 1.6570  0.202
H 0.0237 1.5400 2.6366  0.234
H 0.5588 0.7360 -0.2468  0.048
H -0.0017 2.3337 0.4474  0.297
H 1.6418 1.8152 0.5785  0.384
C -1.6779 -0.9124 -1.8471  -0.468
C -0.6399 -1.0176 -3.0073  -1.007
H -1.8318 -1.8608 -1.3042  0.234
H -1.1779 -0.1836 -1.1043  -0.054
H -2.6615 -0.6219 -2.1466  0.335
H -0.3575 -0.2605 -3.7449  0.298
H -0.7531 -1.9299 -3.5245  0.368
H 0.2759 -1.3836 -2.5364  0.277



No. 3
A structure of composition C27H12Br5Cl5N3O2Rb. Source: the Open Molecules 2025 dataset; level of theory: ωB97M-V with the def2-TZVPD basis set.

net charge = -2
HOMO energy = -0.55 eV
energy above the lowest of the compared OMol25 structures with the same formula, charge and spin = 58.3 kJ/mol
gap between HOMO and LUMO = 4.078 eV
max |F| = 0.8 eV/A
LUMO level = 3.53 eV

Each line ends with the Mulliken charge.
CARTESIAN COORDINATES (ANGSTROEM)
Rb 0.0541 0.4119 1.4516  1.078
C -2.0434 -3.9098 -0.2421  -0.672
C -1.2984 -4.5117 -1.2422  -0.444
C -0.1265 -3.9084 -1.6648  -0.747
C 0.2633 -2.7086 -1.0673  0.605
N -0.4722 -2.1195 -0.1286  0.426
C -1.5860 -2.7076 0.2800  -0.358
C 1.5461 -2.0143 -1.4230  0.282
C 2.4737 -2.5760 -2.3014  -0.776
C 3.6387 -1.8786 -2.5721  -0.468
C 3.8522 -0.6598 -1.9509  -0.664
C 2.8770 -0.1858 -1.0838  -0.437
N 1.7495 -0.8370 -0.8407  0.336
H -2.9609 -4.3470 0.1274  0.389
H -1.6237 -5.4443 -1.6872  0.403
H 0.4673 -4.3633 -2.4438  0.275
H -2.1451 -2.1870 1.0490  0.388
H 2.3027 -3.5408 -2.7556  0.267
H 4.3789 -2.2900 -3.2480  0.405
H 4.7578 -0.0899 -2.1081  0.390
H 3.0150 0.7372 -0.5318  0.421
Cl -1.3190 3.3644 2.0789  -0.246
C -2.7443 2.9320 1.0211  1.219
C -2.7574 1.7254 0.3940  -1.296
C -3.8338 1.4914 -0.4112  0.653
Cl -3.9233 -0.0588 -1.3223  -0.239
C -4.8616 2.4031 -0.6252  -0.485
Cl -6.2066 2.0779 -1.6742  -0.221
C -4.7914 3.6339 0.0310  0.578
Cl -6.0366 4.8169 -0.2057  -0.235
C -3.7147 3.9167 0.8738  -0.530
Cl -3.6283 5.4573 1.6643  -0.212
Br 3.6110 -2.9553 7.1990  -0.249
C 3.2667 -1.8490 5.6888  0.123
C 4.2951 -1.2254 5.0301  0.121
Br 6.0966 -1.4413 5.6020  -0.252
C 4.0029 -0.4046 3.9156  -0.077
Br 5.3978 0.4581 2.9369  -0.247
C 2.7089 -0.1747 3.4335  0.235
O 2.4450 0.5511 2.4273  -0.795
C 1.5886 -0.8552 4.1497  0.236
O 0.4053 -0.6921 3.7335  -0.825
C 1.9386 -1.6606 5.2416  -0.106
Br 0.4808 -2.5383 6.1051  -0.238
Br -0.5438 -0.2837 -4.1152  -0.178
C -0.7996 1.4603 -3.3631  0.242
C -1.2956 2.4625 -4.1888  -0.481
C -1.4824 3.7042 -3.6066  -0.313
C -1.1523 3.8867 -2.2677  -0.697
C -0.6658 2.8039 -1.5572  -0.366
N -0.5189 1.5929 -2.0997  0.065
H -1.5252 2.2642 -5.2245  0.406
H -1.8801 4.5230 -4.1929  0.360
H -1.2816 4.8389 -1.7718  0.430
H -0.3950 2.9047 -0.5169  0.519



No. 4
A cluster of 2 separate species, C4H10OS in total. Source: the Open Molecules 2025 dataset; level of theory: ωB97M-V with the def2-TZVPD basis set.

HOMO energy = -9.03 eV
energy above the lowest of the compared OMol25 structures with the same formula, charge and spin = 227.4 kJ/mol
gap between HOMO and LUMO = 9.775 eV
max |F| = 4.7 eV/A
SMILES = C=CO.CCS
LUMO level = 0.75 eV

Each line ends with the Mulliken charge.
CARTESIAN COORDINATES (ANGSTROEM)
C 1.1485 0.6619 1.3634  -0.573
C 1.4464 1.6146 0.4830  -0.004
O 2.5643 2.3488 0.7187  -0.527
H 0.3903 -0.1398 1.3449  0.196
H 1.7613 0.6964 2.2739  0.266
H 0.9909 1.9040 -0.4624  0.321
H 3.4421 1.9484 0.6071  0.329
C -0.6715 -1.8069 -1.0294  -0.950
C -1.3458 -0.3137 -0.9158  -0.126
S -3.1034 -0.1390 -0.0707  -0.201
H 0.3361 -1.4933 -0.8691  0.306
H -0.8799 -2.5074 -0.1952  0.260
H -1.0943 -2.2073 -1.8808  0.397
H -1.5924 -0.0261 -1.9854  0.340
H -0.6814 0.3005 -0.3792  -0.137
H -2.7112 -0.8411 0.9969  0.101



No. 5
A structure of composition C24H51BBrCl2I2N4O10. Source: the Open Molecules 2025 dataset; level of theory: ωB97M-V with the def2-TZVPD basis set.

net charge = +1
HOMO energy = -11.46 eV
gap between HOMO and LUMO = 8.443 eV
max |F| = 5.8 eV/A
LUMO level = -3.01 eV

Each line ends with the Mulliken charge.
CARTESIAN COORDINATES (ANGSTROEM)
C 0.1515 1.2830 4.3163  -1.501
C -0.6705 1.3944 2.9427  0.796
C 0.2678 0.9584 1.7522  -1.694
Br 1.6654 2.4114 2.0734  0.112
C -0.2330 0.9639 0.1944  0.952
N -0.2628 2.4066 0.1534  -0.180
C 1.0225 0.2845 -0.6462  1.525
C 2.1025 1.2978 -1.3193  -0.842
C 3.1982 0.6249 -2.0601  -0.458
C 4.2625 1.3906 -2.6842  -0.434
C 4.0667 2.8050 -2.4453  -0.502
C 3.0166 3.4037 -1.6811  -1.101
N 2.0930 2.6076 -1.1517  0.055
N 1.9414 -0.6286 -0.0290  1.551
C 3.0758 -0.2833 0.8245  -0.986
C 1.7207 -2.0053 0.2784  0.105
C 1.2956 -2.5974 1.7032  -0.943
O 1.9759 -2.9477 -0.4436  -0.558
C 0.0549 -0.2203 -1.8963  -3.047
C 0.8627 -1.1522 -2.8952  -0.308
I -0.0365 1.5057 -3.3537  0.236
C -1.4256 -0.7038 -1.3826  3.355
C -1.2233 -2.2094 -1.0812  -1.289
O -2.3921 -3.0786 -1.0004  -0.164
C -2.1521 -4.1772 -0.1174  -0.459
C -2.4097 -0.6134 -2.6089  -2.275
I -4.5160 -1.2975 -2.3655  0.121
C -2.0946 -1.2843 -3.9880  -0.226
C -2.0923 -2.8383 -4.1499  -1.130
N -1.5921 0.3316 -0.2225  1.770
B -2.2209 -0.6257 0.8175  0.409
O -3.5178 -1.1213 0.7987  -0.522
O -1.4687 -1.2912 1.8265  -0.254
C -2.7879 1.2649 -0.2980  0.205
Cl -2.7806 2.6314 -1.5371  0.004
C -3.3830 1.9203 1.0273  0.516
C -4.9331 1.5575 1.2320  -1.231
Cl -3.4937 3.7756 0.9464  -0.107
H -0.5310 0.8197 5.0839  0.357
H 0.4166 2.2780 4.7301  0.472
H 1.0194 0.5843 4.2378  0.398
H -0.9455 2.4804 2.8740  0.453
H -1.5894 0.7971 3.1302  -0.398
H 0.6777 -0.0150 2.1043  -0.390
H -0.2650 2.8407 -0.7599  0.501
H -0.9184 2.8837 0.7582  0.112
H 3.2896 -0.4745 -2.1430  -0.018
H 5.1082 0.9569 -3.2484  0.476
H 4.8396 3.4866 -2.8788  0.474
H 3.0043 4.5093 -1.5472  0.650
H 3.5988 0.6846 0.7094  0.249
H 2.8300 -0.3407 1.9262  0.368
H 3.8673 -1.0768 0.6933  0.304
H 1.9454 -3.4775 1.9582  0.538
H 1.4528 -1.8832 2.5429  0.235
H 0.2628 -3.0241 1.6615  0.020
H 0.2829 -1.9220 -3.4450  0.347
H 1.4028 -0.5963 -3.7020  0.206
H 1.6835 -1.7375 -2.4120  0.167
H -0.6833 -2.7825 -1.8871  0.621
H -0.6388 -2.5230 -0.1813  -0.574
H -1.1711 -4.6557 -0.3573  0.085
H -2.2654 -3.8414 0.9419  0.112
H -2.9650 -4.9242 -0.3083  0.342
H -2.6583 0.4368 -2.9110  0.370
H -2.9153 -0.9344 -4.6749  0.625
H -1.1808 -0.9086 -4.5234  0.154
H -2.7622 -3.4260 -3.4882  0.243
H -2.4230 -3.0610 -5.2018  0.385
H -1.0746 -3.3162 -4.0772  0.287
H -3.9258 -1.1767 1.6768  0.325
H -1.9585 -1.2570 2.6648  0.261
H -3.7000 0.7672 -0.7200  -0.003
H -2.9429 1.7558 2.0212  -0.307
H -5.4701 1.4484 0.2637  0.316
H -5.0304 0.5919 1.7904  0.244
H -5.3733 2.3343 1.9007  0.521
O 0.7077 2.8844 6.9429  -0.651
H 0.9884 3.8042 6.8694  0.322
H 1.4787 2.3819 6.6559  0.335
O -7.6539 0.4628 2.2445  -0.590
H -8.4482 -0.0813 2.1948  0.296
H -7.9878 1.3452 2.4430  0.299
O 4.7475 3.0329 3.6402  -0.641
H 3.8465 2.7622 3.4258  0.227
H 5.2820 2.2562 3.4404  0.309
O 5.3260 5.1838 -0.3064  -0.628
H 4.9289 4.9449 0.5396  0.324
H 5.0350 4.4883 -0.9071  0.338
O 6.2672 -1.2261 -3.3904  -0.603
H 5.5699 -1.7390 -2.9668  0.298
H 7.0730 -1.7123 -3.1810  0.318
O 1.4197 -5.8630 -1.7164  -0.636
H 1.4960 -4.9984 -1.2949  0.334
H 0.6480 -6.2634 -1.3012  0.318



No. 6
A structure of composition C39H41F3MoN5O9S3Si. Source: the Open Molecules 2025 dataset; level of theory: ωB97M-V with the def2-TZVPD basis set.

net charge = -1
HOMO energy (spin up / spin down) = -4.74 / -5.43 eV
energy above the lowest of the compared OMol25 structures with the same formula, charge and spin = 0.0 kJ/mol
gap between HOMO and LUMO (spin up / spin down) = 6.573 / 7.325 eV
2S+1 = 3
max |F| = 2.0 eV/A
LUMO level (spin up / spin down) = 1.83 / 1.90 eV
expectation value of S² = 2.06

Each line ends with the Mulliken charge.
CARTESIAN COORDINATES (ANGSTROEM)
Mo 0.2762 -0.9972 -0.9907  -0.464
N 1.7047 -2.9549 1.8622  -0.301
C 1.5106 -4.1151 1.0029  -0.586
C 2.4260 -4.0194 -0.2094  -0.952
N 2.1631 -2.8685 -1.0922  0.589
C 3.4001 -2.1950 -1.5065  -0.767
C 3.0941 -1.1005 -2.5089  -0.998
N 2.1210 -0.1691 -1.9311  0.463
H 2.6014 -2.9859 2.3318  0.224
H 0.9780 -2.9029 2.5657  0.193
H 0.4672 -4.1249 0.6840  0.163
H 1.7283 -5.0680 1.5048  0.507
H 2.3744 -4.9492 -0.7848  0.268
H 3.4467 -3.9244 0.1725  0.390
H 1.6965 -3.1998 -1.9290  -0.137
H 4.1116 -2.8970 -1.9603  0.457
H 3.8558 -1.7694 -0.6091  0.542
H 2.6468 -1.5202 -3.4105  0.327
H 4.0188 -0.5893 -2.7879  0.424
H 1.7349 0.4042 -2.6827  0.165
H 2.5633 0.4391 -1.2487  -0.522
C -6.4053 -2.4157 5.4009  -1.488
C -5.4451 -1.9691 4.3276  1.014
C -4.9577 -2.8554 3.3762  -0.849
C -4.0803 -2.4298 2.3896  -0.151
C -3.6670 -1.1056 2.3444  -0.123
C -4.1268 -0.2074 3.3026  -0.445
C -5.0118 -0.6460 4.2731  -0.838
S -2.0922 1.4970 1.2683  0.974
O -1.4562 1.4367 2.5643  -0.499
O -3.3510 2.1995 1.3294  -0.629
N -0.9536 0.2871 -1.3618  1.499
C -2.0795 -0.0618 -2.0833  0.305
C -3.2070 0.7032 -2.2386  -0.607
C -4.3000 0.2164 -2.9902  -1.092
C -4.2534 -0.9913 -3.6250  -1.047
C -3.0890 -1.7946 -3.5216  0.531
C -2.8870 -3.0003 -4.2193  -0.701
C -1.7002 -3.6644 -4.0701  -1.367
C -0.7335 -3.1573 -3.1923  -0.249
N -0.8877 -2.0487 -2.5051  1.250
C -2.0465 -1.3454 -2.6988  0.485
H -6.6175 -3.4814 5.3199  0.328
H -7.3504 -1.8736 5.3232  0.328
H -5.9980 -2.2186 6.3945  0.329
H -5.2595 -3.8965 3.4109  0.252
H -3.6900 -3.1181 1.6522  0.418
H -3.7920 0.8189 3.2869  0.307
H -5.3677 0.0578 5.0180  0.349
H -3.2428 1.6784 -1.7685  0.496
H -5.1837 0.8350 -3.0848  0.398
H -5.0857 -1.3384 -4.2246  0.393
H -3.6555 -3.3701 -4.8876  0.448
H -1.4942 -4.5748 -4.6152  0.447
H 0.1980 -3.6969 -3.0682  0.436
C -1.1507 5.4172 -0.2930  -0.699
C -0.7047 5.2991 1.0161  -0.717
C 0.0548 4.1988 1.3932  -0.326
C 0.3725 3.1935 0.4776  0.120
C -0.0938 3.3252 -0.8349  0.657
C -0.8496 4.4246 -1.2174  -0.809
Si 1.4175 1.7166 0.9763  -1.790
C 1.9069 1.7268 2.7953  0.559
C 1.4976 0.7029 3.6518  -0.282
C 1.9921 0.6094 4.9454  -0.856
C 2.9037 1.5467 5.4123  -0.548
C 3.3049 2.5876 4.5856  -0.788
C 2.8122 2.6689 3.2899  0.171
C 3.1025 2.1286 0.1352  -0.445
C 3.3273 3.1621 -0.7756  -0.426
C 4.5719 3.3488 -1.3715  -0.837
C 5.6280 2.5062 -1.0615  -0.532
C 5.4364 1.4744 -0.1489  -0.678
C 4.1922 1.2961 0.4377  0.448
H -1.7308 6.2819 -0.5916  0.366
H -0.9617 6.0553 1.7479  0.395
H 0.3912 4.1091 2.4207  0.330
H 0.1085 2.5436 -1.5585  -0.098
H -1.2142 4.4963 -2.2350  0.489
H 0.7829 -0.0252 3.2910  0.378
H 1.6689 -0.1978 5.5922  0.434
H 3.3065 1.4649 6.4148  0.370
H 4.0079 3.3288 4.9469  0.400
H 3.1509 3.4716 2.6418  0.387
H 2.5170 3.8358 -1.0301  0.369
H 4.7130 4.1542 -2.0824  0.414
H 6.5957 2.6483 -1.5274  0.353
H 6.2577 0.8133 0.1040  0.420
H 4.0498 0.4973 1.1612  0.432
F 1.2607 2.3266 -4.1757  -0.140
C 1.2103 1.7527 -5.4004  0.523
F 2.4729 1.4063 -5.7093  -0.276
F 0.8200 2.6886 -6.2648  -0.266
S 0.1291 0.2560 -5.3347  1.174
O 0.3310 -0.3844 -6.6115  -0.714
O -1.1842 0.7900 -5.0756  -0.712
O 0.7521 -0.4405 -4.2119  -0.652
O -0.8017 -2.0327 0.4033  -0.705
S -1.0257 -1.2927 1.7515  0.224
O -1.2571 -2.3201 2.7484  -0.506
O 1.0550 0.2279 0.5180  2.410
O -2.7772 -0.7498 1.3539  0.095